Molecular formula: C2H6BrP
Method: DFT, ωB97M-V with the def2-TZVPD basis set

Total charge: 0
HOMO level: -9.777 eV
Molecular weight: 140.95 g/mol
Multiplicity: 1

Last column: Löwdin charge in e.
Element x y z (Å)
C  -1.132  -0.189  -0.206  -0.247
C  0.320  -0.568  0.065  -1.040
P  1.698  0.737  0.283  0.741
Br  1.003  -1.678  -1.438  0.513
H  -1.237  0.399  -1.216  0.096
H  -1.455  0.502  0.624  0.071
H  -1.944  -0.998  -0.272  0.088
H  0.404  -1.138  0.944  0.008
H  1.259  1.854  -0.363  -0.149
H  1.085  1.079  1.580  -0.081